A molecular structure, C14H33ClIN4OP2Yb. Source: the Open Molecules 2025 dataset; level of theory: ωB97M-V with the def2-TZVPD basis set.

Positions of all 57 atoms, in Å:
C: -0.302 2.520 -4.551
C: -0.220 1.806 -3.255
H: 0.576 2.273 -5.159
H: -0.342 3.599 -4.369
H: -1.217 2.224 -5.072
O: 0.646 1.046 -2.852
I: -2.327 2.481 -1.932
Yb: -0.509 0.765 -0.865
P: -1.531 -1.691 -2.128
C: -1.085 -3.466 -2.220
C: -3.158 -1.829 -1.267
H: -3.919 -2.162 -1.988
H: -2.963 -2.087 -4.037
H: -3.426 -0.846 -0.848
H: -2.395 -0.381 -3.984
H: -0.879 -3.859 -1.215
H: -3.086 -2.546 -0.436
C: -2.105 -1.430 -3.843
H: -1.891 -4.049 -2.686
H: -1.285 -1.671 -4.533
H: -0.172 -3.563 -2.823
P: 1.338 2.806 0.179
C: 2.957 2.866 1.035
C: 1.527 4.244 -0.933
H: -0.783 3.312 1.271
H: 0.422 4.644 1.492
H: 0.525 3.133 2.469
C: 0.270 3.555 1.485
H: 0.636 4.345 -1.566
H: 1.663 5.149 -0.327
H: 3.171 3.880 1.399
H: 3.737 2.564 0.323
H: 2.406 4.085 -1.573
H: 2.968 2.162 1.878
Cl: -2.442 1.033 0.990
C: 1.623 -1.528 0.999
N: 0.339 -0.762 1.078
C: 0.435 0.104 2.296
N: 0.664 -0.658 3.525
C: 1.927 -1.416 3.394
N: 1.890 -2.322 2.221
C: 0.768 -3.268 2.438
N: -0.522 -2.552 2.549
C: -0.738 -1.772 1.329
C: -0.435 -1.633 3.707
H: 2.451 -0.813 0.866
H: 1.571 -2.216 0.145
H: -0.507 0.656 2.389
H: 1.282 0.794 2.155
H: 2.067 -2.023 4.297
H: 2.764 -0.711 3.272
H: 0.725 -3.969 1.593
H: 0.949 -3.809 3.377
H: -1.690 -1.230 1.417
H: -0.761 -2.464 0.474
H: -0.226 -2.229 4.608
H: -1.383 -1.093 3.811

## Properties
- Frontier orbital gap (alpha / beta): 4.880 / 4.833 eV
- Energy relative to the best compared isomer or geometry (same formula, charge and spin): 0.775 eV
- Multiplicity: 2
- HOMO energy (alpha / beta): -0.512 / -0.512 hartree
- Charge: +2